# 1
ORCA calculation (the ωB97M-V functional and the def2-TZVPD basis) on 6 unconnected molecules or ions with the total composition C13H23B3F3NO23S5 at a distorted geometry.

Its HOMO energy is -10.02 eV. The SMILES is C#CB1OB(N)OB(C(F)(F)F)O1.O=S1(=O)OCCO1.O=S1(=O)OCCO1.O=S1(=O)OCCO1.O=S1(=O)OCCO1.O=S1(=O)OCCO1. The largest force on an atom comes out at 9.47 eV Å⁻¹. The energy relative to the best compared isomer or geometry (same formula, charge and spin) is 152.0 kcal per mole.

Structure (XYZ):
```
71
Properties=species:S:1:pos:R:3:mulliken_charge:R:1
C -1.60537 0.27918 1.68945 -0.32
C 7.79587 2.19653 -5.73557 -0.29
O 0.28281 3.71458 -5.04131 -0.29
S -1.54326 2.70154 2.26595 1.12
O -2.68788 3.58248 2.28026 -0.56
B -0.37050 3.06172 -3.89027 0.66
S -4.63663 -7.14239 7.43275 1.13
H 8.82007 1.22598 -4.08014 0.28
H 2.02712 5.48013 -4.01978 0.22
H -7.44188 -7.06189 5.48620 0.32
H -5.87367 -9.20069 4.99018 0.31
H -3.17211 0.39947 3.19353 0.26
C -3.48868 -3.40712 5.99795 -0.04
N 2.30564 3.01304 -6.44536 -0.55
O 6.01423 6.14246 -2.44448 -0.56
C -0.49877 -0.55045 -3.88559 0.86
C -2.07917 0.42032 3.13351 -0.16
O -3.95238 -1.70398 3.17269 -0.47
O 6.94996 1.11363 -6.11572 -0.34
O 3.53310 6.12373 -2.74064 -0.36
C -5.94954 -8.60589 5.90354 -0.34
H 7.25205 3.12962 -5.91703 0.25
O -4.68246 -8.51361 6.55065 -0.31
C 0.49205 3.24810 -0.98011 -0.16
B 0.98766 2.58982 -5.75182 0.39
H -1.66511 -0.35669 3.78164 0.25
O 4.50901 5.06619 -0.70378 -0.55
C 8.05819 1.99456 -4.24556 -0.32
H 3.62546 5.77504 -4.75941 0.36
O -1.63597 1.70887 3.55588 -0.32
O 4.71943 1.36469 -5.02706 -0.38
O 6.13570 -0.70203 -4.60649 -0.58
O -1.77601 1.57185 1.11267 -0.28
H -2.17670 -0.46901 1.13486 0.31
H -6.64759 -9.08914 6.59529 0.30
H 8.71596 2.19235 -6.32480 0.33
H 2.82141 3.45287 -2.91069 0.04
H -3.42830 -4.32445 6.58966 0.10
C 3.51946 3.93613 -3.60244 0.31
H 2.05188 3.94848 -6.88171 0.25
O -5.93591 -6.41828 6.76534 -0.28
O -3.97283 -3.69189 4.68658 -0.29
O -6.14111 -2.82432 3.81168 -0.58
O -3.45478 -6.39955 7.06150 -0.58
F -1.62943 -0.45965 -2.88748 -0.23
O 4.78655 4.02840 -2.95533 -0.28
O -0.18240 3.17933 2.16143 -0.55
H -5.84354 -6.76697 4.74657 0.24
S 5.99933 0.71490 -4.85170 0.94
F 0.73688 -0.74674 -3.03940 -0.24
H -4.04441 -1.82935 7.41103 0.33
H 2.57219 2.32765 -7.18674 0.22
C 3.10677 5.37910 -3.88035 -0.26
O -4.95999 -7.47582 8.80220 -0.56
O 6.82641 1.52267 -3.70220 -0.27
S -4.79227 -2.40235 4.11781 1.07
C -4.47633 -2.40435 6.58848 -0.33
O 0.48831 1.20144 -5.82208 -0.41
C -0.05705 3.43393 -2.28509 -0.36
H 3.59534 3.34133 -4.51580 0.05
S 4.83238 5.39962 -2.07323 1.06
C -6.36224 -7.16292 5.62563 -0.27
O -1.34158 1.96139 -4.22853 -0.25
B -0.41856 0.87143 -4.70617 -0.02
H -5.38720 -2.90488 6.93360 0.28
O -4.82941 -1.54648 5.50580 -0.33
H 1.03767 3.12733 0.07485 0.37
H -2.49001 -2.96840 5.90450 0.27
F -0.79096 -1.74156 -4.71587 -0.22
H -0.54018 0.02838 1.64692 0.28
H 8.36327 2.92056 -3.75087 0.33
```

---

# 2
ORCA calculation (the ωB97M-V functional and the def2-TZVPD basis) on a molecular structure, C13H23BF4NNiP at a distorted geometry.

Its HOMO energy (alpha / beta) is -7.76 / -9.24 eV. Its spin multiplicity is 3. The largest force on an atom comes out at 3.77 eV Å⁻¹.

Structure (XYZ):
```
44
Properties=species:S:1:pos:R:3:mulliken_charge:R:1
N 2.16225 -0.35327 0.91024 0.15
H 4.15205 0.41468 1.02751 0.28
H 3.06431 0.93160 2.35243 0.39
H -1.94979 -4.49534 -1.10996 0.37
F -3.98218 2.61435 2.90862 -0.35
H 0.96657 2.10819 0.41341 -0.35
P -0.50500 1.42437 -1.37528 1.35
C -1.28548 -1.15217 -1.13849 1.07
C 0.78266 -2.23793 1.87405 -1.34
H 0.02371 1.90189 0.78736 0.44
C -1.85963 -2.37414 -1.51029 -0.69
B -2.90309 2.49352 2.01559 0.46
H -2.55247 -2.40019 -2.35000 0.47
C -0.68754 -3.44889 0.29099 -0.87
H 2.35269 -1.13735 2.87955 0.52
C 0.49136 1.50334 -2.89613 -1.58
H 3.87757 -1.34143 0.11743 0.29
C 2.78570 -1.33915 -0.03260 -0.85
H -1.80520 0.01928 -2.90340 0.54
C -0.09626 -2.22437 0.65072 1.04
H 2.56812 -1.03573 -1.06557 0.17
H 1.05581 0.57060 -3.00860 0.41
C -0.33314 -1.08409 -0.11746 0.11
H -2.01079 3.04193 -0.43928 0.35
H -0.81894 3.76687 -1.57489 0.41
C 3.13043 0.72422 1.27616 -0.79
H 1.47854 -3.08997 1.83548 0.38
F -1.66020 2.73612 2.66499 -0.39
H -2.22714 2.85202 -2.21168 0.41
Ni 0.68769 0.56010 0.15311 -1.01
C -1.53305 -3.53666 -0.80761 -0.77
H 0.88266 -0.17409 2.55229 0.44
H 0.15339 -2.42083 2.76423 0.50
C 1.55173 -0.95217 2.14693 -0.78
F -3.05906 3.46747 0.94997 -0.45
H 2.89126 1.63935 0.71478 0.19
C -1.72853 0.11649 -1.81285 -1.30
H 1.19500 2.33703 -2.77793 0.38
H -0.45430 -4.33429 0.88513 0.43
H -0.14627 1.66679 -3.77073 0.40
H 2.39782 -2.34726 0.13676 0.36
C -1.48749 2.91623 -1.40425 -0.91
H -2.68942 0.47465 -1.41244 0.42
F -2.87633 1.19820 1.41172 -0.33
```

---

# 3
ORCA calculation (the ωB97M-V functional and the def2-TZVPD basis) on a molecular structure, C13H23BN6OSiSr at a distorted geometry.

Its HOMO energy (alpha / beta) is -14.46 / -14.54 eV. The largest force on an atom comes out at 3.47 eV Å⁻¹. The energy relative to the best compared isomer or geometry (same formula, charge and spin) is 0.0 kcal per mole. The total charge is +2.

Structure (XYZ):
```
46
Properties=species:S:1:pos:R:3:mulliken_charge:R:1
B -0.59062 3.05569 -0.74407 -0.05
Si 0.24446 -3.88274 2.09425 0.17
H -0.73513 -4.86138 4.20843 0.36
C -3.69705 1.50677 -2.17367 -0.79
H 3.44978 2.88255 -3.25343 0.41
C 2.04487 -2.48435 -1.25242 -1.07
H 2.70384 0.33940 -2.55925 0.47
C 1.62181 3.42102 -2.12221 -0.11
O 0.28706 -2.40256 1.48674 -0.66
H -0.45241 0.48443 3.13359 0.53
C 2.00356 -4.53331 2.40382 -0.82
H 1.25521 -2.08169 -1.91551 0.35
C -0.72438 -3.88105 3.71592 -0.89
N -1.78988 0.83719 -1.18707 0.11
N -0.48925 2.69681 0.77087 -0.14
H 2.52493 -4.75246 1.46255 0.31
C 2.21955 1.27916 -2.31191 -0.23
C -2.91974 2.63120 -1.89569 0.04
H -1.76927 -3.58528 3.54492 0.31
C -0.66155 3.50789 1.83214 -0.11
N 1.10215 1.32121 -1.55303 -0.11
H 2.00110 -5.45208 3.00318 0.35
H -3.08068 3.68144 -2.05954 0.48
H -0.79589 4.56546 1.66987 0.46
C -0.58835 -5.09349 0.89201 -1.01
C -0.46552 1.40098 2.54827 -0.35
H -0.66385 -6.10077 1.32503 0.36
H 1.79109 -3.50814 -0.95753 0.24
C 2.59561 2.58868 -2.67361 -1.09
H -0.80991 4.21972 -0.88346 -0.06
H 2.23007 -1.88574 -0.33837 0.25
H -0.03377 -5.18038 -0.05355 0.30
H 2.97712 -2.49738 -1.82183 0.35
H 1.49550 4.49235 -2.14151 0.46
N -0.32029 1.38960 1.20213 -0.06
H -1.60709 -4.76036 0.64498 0.32
C -0.65329 2.72665 2.99018 -1.08
H -0.76817 3.07206 3.99835 0.41
H -4.65821 1.48727 -2.64321 0.46
H 2.59907 -3.78434 2.94219 0.32
H -3.20988 -0.64192 -1.72729 0.47
N -1.77909 2.21537 -1.31038 0.06
C -2.94551 0.40719 -1.70463 -0.28
Sr 0.41196 -0.69573 -0.02908 2.23
N 0.71962 2.64931 -1.47991 0.02
H -0.29273 -3.15864 4.42266 0.31
```

---

# 4
ORCA calculation (the ωB97M-V functional and the def2-TZVPD basis) on a molecular structure, C13H23BN6OSiV at a distorted geometry.

Its HOMO energy (alpha / beta) is -7.64 / -8.65 eV. Its spin multiplicity is 4. The largest force on an atom comes out at 6.87 eV Å⁻¹. The energy relative to the best compared isomer or geometry (same formula, charge and spin) is 23.9 kcal per mole.

Structure (XYZ):
```
46
Properties=species:S:1:pos:R:3:mulliken_charge:R:1
H -1.58271 -1.78209 3.88586 0.28
Si -0.12878 0.14309 3.27978 0.00
C 0.60073 3.64194 -0.74440 -1.18
C 2.74890 -0.97381 -2.59730 -0.18
C 2.17468 -1.89564 -0.64148 -0.09
H -0.42855 2.79675 1.05205 0.48
H 1.41352 3.32407 -2.84270 0.45
N -0.09548 1.52059 -0.62218 0.16
V -1.05958 -0.30807 -0.06041 0.25
O -0.42819 0.06924 1.72726 -0.09
N -1.53262 -0.46968 -1.81134 0.45
H -2.51403 -0.26854 3.88949 0.30
C -0.84715 -2.37325 0.03612 -0.82
H -1.31726 0.11551 -4.98564 0.49
H -1.60830 -2.77743 -0.65926 0.31
H -3.46447 -1.21830 -1.39054 0.48
C 1.47602 -0.81421 3.59063 -1.00
C -0.02045 2.67959 0.05769 -0.33
N 0.51056 1.72459 -1.83676 -0.01
H 1.37977 -1.84928 3.23493 0.26
C 0.05043 1.93044 3.89034 -1.12
H 0.87239 2.44334 3.36943 0.31
C -1.55228 -0.72060 4.16865 -1.07
H 3.18819 -0.63890 -3.53002 0.43
N 1.20359 -1.03872 -0.97630 0.15
H 0.01614 -3.03767 -0.04710 0.36
H -3.72123 -0.92910 -4.13662 0.41
N 1.55718 -0.49153 -2.18931 -0.01
C -2.86549 -0.68958 -3.55689 -1.26
C -2.78491 -0.87392 -2.18339 -0.17
H 0.26030 1.96480 4.97109 0.37
H -2.15477 0.82868 0.23385 0.03
H 1.03592 0.90733 -3.89627 -0.12
H -0.86892 2.50651 3.70790 0.31
C 3.17022 -1.88665 -1.63942 -1.14
B 0.62735 0.55998 -2.83337 0.18
H 1.72566 -0.83460 4.66118 0.39
H -1.18711 -2.48366 1.09361 0.22
H -1.41944 -0.64412 5.25606 0.38
N -0.81966 -0.04452 -2.96751 -0.21
C 0.93416 2.99528 -1.92907 -0.05
C -1.64758 -0.16492 -4.00620 -0.08
H 4.06523 -2.47904 -1.65873 0.41
H 2.31027 -0.35550 3.04260 0.28
H 0.79185 4.67552 -0.50619 0.39
H 2.12002 -2.53531 0.23188 0.42
```

---

# 5
ORCA calculation (the ωB97M-V functional and the def2-TZVPD basis) on a molecular structure, C13H23BN6SiTi at a distorted geometry.

Its HOMO energy (alpha / beta) is -6.09 / -6.33 eV. Its spin multiplicity is 3. The largest force on an atom comes out at 3.55 eV Å⁻¹. The energy relative to the best compared isomer or geometry (same formula, charge and spin) is 0.0 kcal per mole.

Structure (XYZ):
```
45
Properties=species:S:1:pos:R:3:mulliken_charge:R:1
N 1.68111 -0.31190 -2.55645 -0.11
C -2.51936 -0.66838 -2.84565 -0.41
C -0.51370 0.78484 3.33031 -1.18
C 2.26998 1.17089 2.31160 -1.16
H 1.61938 -1.39077 3.87600 0.38
H -3.28599 -1.10591 -2.21062 0.46
C 2.42325 -1.77559 -1.05257 -0.30
H 4.01940 -2.54579 -2.37450 0.41
H -0.81271 0.51308 -5.43026 0.43
C -2.53689 -0.41519 -4.23418 -0.95
C 3.19091 -1.89065 -2.20728 -1.06
H 0.43929 -2.30849 2.90467 0.26
C 1.26772 -1.59705 2.85664 -1.23
H 1.31139 1.21896 -4.14970 -0.12
H -3.30211 -0.61032 -4.96690 0.38
H 0.57738 5.05097 -1.01117 0.39
C -2.10516 -2.82733 1.52753 -0.84
N 0.17159 1.78640 -0.83828 0.29
H -0.79722 1.80322 3.05048 0.30
H -0.04687 3.09030 0.83979 0.42
H 2.52943 -2.25778 -0.08941 0.39
H -2.08514 -1.71217 1.44407 0.00
N -1.31674 -0.25416 -2.32239 -0.11
C 0.51452 3.98431 -1.16309 -1.10
H 3.11353 0.80189 1.72050 0.28
B 0.82274 0.83382 -3.14152 0.00
H -1.41817 0.17163 3.37535 0.27
H 2.94951 -0.74782 -4.14462 0.45
C 0.79356 3.31372 -2.35817 -0.07
Si 0.73122 0.06053 2.07210 0.58
H 2.08479 -2.05783 2.29439 0.31
C 0.17162 3.01110 -0.22097 -0.35
H -0.03999 0.80441 4.32046 0.33
H -1.09279 -3.24759 1.35748 0.22
C 2.68802 -0.98016 -3.12514 -0.10
N -0.58402 0.23170 -3.40094 0.24
H 1.06900 3.65600 -3.35883 0.42
H -2.78790 -3.21126 0.74806 0.29
H 2.07435 2.20485 2.01262 0.28
H -2.45110 -3.10803 2.54135 0.29
C -1.29663 0.14859 -4.53211 -0.13
N 1.42508 -0.86150 -1.29321 0.24
Ti -0.22188 -0.11837 -0.51815 0.60
N 0.65021 1.99692 -2.14240 -0.06
H 2.54998 1.15630 3.37411 0.36
```